Record 1
Formula: C4H8N3O
Source: the Open Molecules 2025 dataset
Level of theory: ωB97M-V/def2-TZVPD

Its HOMO energy is -0.5699 Ha. Its spin multiplicity is 1. The LUMO energy comes out at -0.256 hartree. Its energy is -10784.67528 eV. As for the charge: +1. The calculation puts the molecular weight at 114.13 Da. The orbital gap comes out at 8.6 eV. Its energy above the lowest of the compared OMol25 structures with the same formula, charge and spin is 542.8 kJ/mol.

The geometry in XYZ format:
```
16
C4H8N3O, DFT ωB97M-V/def2-TZVPD
C -1.8850 0.4918 0.6462
C 0.0259 -0.1762 -0.0305
C -0.0007 -1.7466 -0.4104
C 1.6754 1.3909 -0.2714
N -1.8850 0.7153 -0.6550
N -0.7397 0.3358 -1.0408
N -0.8002 -0.0411 1.1513
O 1.3872 0.0965 0.2297
H -2.8301 0.7148 1.1117
H 0.6435 -2.3014 0.3485
H 0.5131 -2.1062 -1.3869
H -0.9525 -2.1229 -0.5550
H 1.5709 1.3699 -1.3415
H 2.6733 1.6326 -0.0030
H 0.9236 2.0776 0.1780
H -0.3198 -0.3310 2.0291
```


Record 2
Formula: C3H3NO2S
Source: the Open Molecules 2025 dataset
Level of theory: ωB97M-V/def2-TZVPD

Its HOMO energy is -0.3289 Ha. Its spin multiplicity is 1. The LUMO energy comes out at 0.000 hartree. Its energy is -19577.26320 eV. As for the charge: 0. The calculation puts the molecular weight at 117.13 Da. The orbital gap comes out at 9.0 eV. Its energy above the lowest of the compared OMol25 structures with the same formula, charge and spin is 339.0 kJ/mol.

The geometry in XYZ format:
```
10
C3H3NO2S, DFT ωB97M-V/def2-TZVPD
C 1.0130 0.0875 -0.1807
C -0.0782 -0.9376 0.0926
C -1.2918 -0.1496 -0.0565
H -0.2483 -1.9100 -0.5630
H 0.0750 -1.1343 1.2587
H 0.8385 2.1144 0.0249
N 0.4915 1.1954 -0.1021
O -2.4995 -0.3438 -0.3045
O -0.9492 1.1839 -0.0044
S 2.6489 -0.1058 -0.1649
```


Record 3
Formula: C24H16AsBCl2F15GeN3S5W
Source: the Open Molecules 2025 dataset
Level of theory: ωB97M-V/def2-TZVPD

Its HOMO energy is -0.5101 Ha. Its spin multiplicity is 1. The LUMO energy comes out at -0.287 hartree. Its energy is -269442.20786 eV. As for the charge: +2. The calculation puts the molecular weight at 1204.81 Da. The orbital gap comes out at 6.1 eV.

The geometry in XYZ format:
```
69
C24H16AsBCl2F15GeN3S5W, DFT ωB97M-V/def2-TZVPD
W -0.4246 0.4350 -0.5350
S 0.0432 1.6605 -4.7491
As 0.2509 2.7245 -3.0849
S 0.7416 -0.7470 -2.2384
S -1.8198 1.5031 -1.7031
S 1.5467 1.0656 -1.6601
Cl -3.4910 0.7199 1.8326
C -4.9961 0.3375 0.9909
Cl -4.6958 -0.2628 -0.6630
H -5.5954 1.2358 0.9126
H -5.5115 -0.4449 1.5340
F -0.6769 -0.2275 3.1551
C 0.2527 -0.2068 4.1206
C 1.4286 0.5033 3.9402
C 2.3799 0.4527 4.9476
F 3.5469 1.0783 4.7438
C 2.1680 -0.2382 6.1234
F 3.0850 -0.2686 7.0743
C 0.9686 -0.9186 6.2870
F 0.7436 -1.5902 7.3968
C 0.0080 -0.9102 5.2844
F -1.1251 -1.5771 5.4455
Ge 1.9436 1.4835 2.3626
S 0.0689 1.9245 1.1042
C 3.1517 0.3940 1.3052
C 4.5010 0.6616 1.1496
F 5.0185 1.7790 1.6543
C 5.3416 -0.2092 0.4719
F 6.6237 0.0702 0.3286
C 4.8266 -1.3850 -0.0551
F 5.6136 -2.2193 -0.7026
C 3.4761 -1.6831 0.0875
F 2.9733 -2.7964 -0.4285
C 2.6819 -0.7884 0.7700
F 1.3482 -1.0666 0.8887
C 2.5060 3.3252 2.5539
C 2.4389 4.0542 3.7297
F 1.9672 3.4857 4.8388
C 2.8361 5.3803 3.7833
F 2.7689 6.0574 4.9165
C 3.2988 5.9981 2.6310
F 3.6760 7.2592 2.6676
C 3.3594 5.2960 1.4333
F 3.7874 5.8904 0.3273
C 2.9589 3.9790 1.4185
F 3.0058 3.2976 0.2517
B -2.4596 -3.6774 -0.2470
C -1.8545 -2.2995 -0.0594
N -1.3528 -1.2407 -0.0189
H -2.8713 -3.6099 -1.3956
H -1.5550 -4.4622 -0.1210
H -3.3550 -3.8041 0.5468
N -3.7898 -2.4687 -6.1532
C -4.5896 -1.6411 -5.1773
C -3.6292 -0.7838 -4.3591
N -2.5879 -1.5549 -3.7081
C -1.8471 -2.3833 -4.6394
C -2.7400 -3.3055 -5.4631
H -3.3339 -1.8483 -6.8268
H -4.4135 -3.0678 -6.6965
H -5.1244 -2.3481 -4.5432
H -5.3082 -1.0558 -5.7483
H -4.2032 -0.2312 -3.6152
H -3.1594 -0.0374 -5.0108
H -2.9572 -2.1049 -2.9377
H -1.1206 -2.9914 -4.1015
H -1.2737 -1.7330 -5.3104
H -3.2775 -4.0089 -4.8274
H -2.1960 -3.8542 -6.2298
```


Record 4
Formula: C4H6ClN3O
Source: the Open Molecules 2025 dataset
Level of theory: ωB97M-V/def2-TZVPD

Its HOMO energy (spin up / spin down) is -0.3185 / -0.3184 Ha. Its spin multiplicity is 1. The LUMO energy (spin up / spin down) comes out at -0.031 / -0.031 hartree. Its energy is -23282.14022 eV. As for the charge: 0. The calculation puts the molecular weight at 147.57 Da. The orbital gap (spin up / spin down) comes out at 7.8 / 7.8 eV. Its energy above the lowest of the compared OMol25 structures with the same formula, charge and spin is 309.0 kJ/mol.

The geometry in XYZ format:
```
15
C4H6ClN3O, DFT ωB97M-V/def2-TZVPD
C 0.4286 0.8847 1.0571
C -1.7793 -0.0347 -0.7206
C 0.6332 0.5086 -0.3062
C 1.3981 -0.9022 -0.2719
N 0.7934 0.9987 2.1849
N -1.7545 -0.0758 0.5577
N -0.5077 0.5596 -1.2042
O -2.5740 -0.3402 -1.5587
Cl 1.8077 -1.4021 -1.9296
H 1.3385 1.4300 -0.6508
H 0.6716 -1.6007 0.2439
H 2.2410 -0.7425 0.4067
H 0.1827 0.7882 3.0577
H -2.5629 -0.1956 1.2067
H -0.3167 0.1239 -2.0727
```


Record 5
Formula: C2H5NO4
Source: the Open Molecules 2025 dataset
Level of theory: ωB97M-V/def2-TZVPD

Its HOMO energy is -0.4114 Ha. Its spin multiplicity is 1. The LUMO energy comes out at 0.019 hartree. Its energy is -11836.06405 eV. As for the charge: 0. The calculation puts the molecular weight at 107.06 Da. The orbital gap comes out at 11.7 eV. Its energy above the lowest of the compared OMol25 structures with the same formula, charge and spin is 70.3 kJ/mol.

The geometry in XYZ format:
```
12
C2H5NO4, DFT ωB97M-V/def2-TZVPD
O 1.1406 -0.7447 0.9504
C -0.0182 -0.4728 1.1888
N -0.6805 0.6175 0.7289
C -0.2244 1.6270 -0.1682
O 1.0833 1.5758 -0.3941
O -0.9728 2.4593 -0.5762
H -0.6805 -1.0898 1.8127
H -1.6266 0.7919 1.0344
H 1.5103 0.8603 0.1115
H -0.1170 -2.4977 -1.9663
H 0.7257 -1.5039 -1.1557
O -0.1400 -1.6230 -1.5663
```


Record 6
Formula: C7H10O
Source: the Open Molecules 2025 dataset
Level of theory: ωB97M-V/def2-TZVPD

Its HOMO energy is -0.3112 Ha. Its spin multiplicity is 1. The LUMO energy comes out at 0.035 hartree. Its energy is -9466.70901 eV. As for the charge: 0. The calculation puts the molecular weight at 110.16 Da. The orbital gap comes out at 9.4 eV. Its energy above the lowest of the compared OMol25 structures with the same formula, charge and spin is 178.6 kJ/mol.

The geometry in XYZ format:
```
18
C7H10O, DFT ωB97M-V/def2-TZVPD
O -0.4294 1.5992 -0.6999
C -1.6544 1.0847 -0.2037
C -1.6851 -0.1214 0.4121
C 1.2100 0.0011 -1.0252
C 0.3998 -1.2047 -0.6799
C 0.4582 0.1170 1.1879
C 0.7667 1.0078 -0.0536
C -0.4825 -0.9331 0.5393
H -2.5624 1.7329 -0.3092
H -2.6481 -0.5861 0.8015
H 2.3060 -0.2630 -0.8393
H 1.1202 0.5064 -2.0813
H -0.1851 -1.5010 -1.5766
H 1.1692 -1.9404 -0.4085
H -0.0973 0.7042 2.0087
H 1.4342 -0.2439 1.5197
H 1.5571 1.7595 0.1146
H -0.6772 -1.7193 1.2932
```